1.
Density functional theory data (ωB97M-V with the def2-TZVPD basis set) for a cluster of 5 separate species, C21H51NO5 in total at a distorted geometry.

The total energy comes out at -1261.629364 hartree. The total charge is 0. The structure (SMILES) is CC1(C)CCCC(C)(C)N1O.CC(C)O.CC(C)O.CC(C)O.CC(C)O. Its energy above the lowest of the compared OMol25 structures with the same formula, charge and spin is 0.00 kJ/mol. Its HOMO energy is -7.810 eV.

Each line ends with the Mulliken charge.
Atoms and positions in Å:
O -0.881 -1.235 -0.557  -0.50
O -4.630 -0.759 3.243  -0.60
O 1.482 -1.391 1.172  -0.41
O -2.832 -2.109 1.320  -0.33
O 1.549 4.319 -5.895  -0.54
N 2.765 -0.853 0.996  0.04
C 3.622 -2.944 0.113  -2.02
C 4.256 1.104 1.197  -1.25
C -2.916 -3.531 1.342  0.94
C 2.652 3.147 -4.175  -0.90
C -5.082 0.347 2.445  0.99
C -2.074 0.863 -0.355  -1.29
C 1.301 3.381 -4.821  0.56
C -0.589 0.298 -2.298  -1.01
C 2.836 0.567 1.375  1.89
C 0.289 3.979 -3.849  -0.95
C 2.474 0.734 2.860  -2.08
C -1.694 -4.141 0.661  -1.50
C -1.593 -0.231 -1.296  0.75
C -3.009 -4.028 2.777  -1.41
C -6.596 0.266 2.291  -1.46
C 4.818 0.718 -0.174  -0.08
C -4.658 1.665 3.090  -1.48
C 4.829 -0.817 -0.229  -1.46
C 3.456 -1.454 -0.150  1.95
C 2.722 -1.246 -1.480  -1.08
C 1.833 1.400 0.565  -1.63
H 5.394 -1.090 0.674  0.32
H 4.240 -3.419 -0.653  0.39
H -7.066 0.122 3.270  0.34
H 0.000 -0.551 -2.645  0.33
H 2.647 -3.432 0.065  0.33
H -0.128 3.211 -3.191  0.05
H -6.863 -0.652 1.760  0.38
H -0.749 -3.864 1.137  0.26
H 3.240 -1.734 -2.309  0.49
H 2.517 1.809 3.050  0.41
H 3.063 4.091 -3.828  0.37
H -5.360 1.907 3.895  0.39
H 1.489 0.361 3.134  0.30
H 3.216 0.246 3.494  0.46
H -3.393 -1.768 2.030  0.15
H -4.601 0.202 1.478  0.01
H -1.574 -3.783 -0.364  0.29
H 4.887 0.722 1.999  0.35
H -2.313 -3.489 3.424  0.33
H 1.710 -1.655 -1.421  0.16
H 5.439 -1.179 -1.059  0.48
H 1.804 2.434 0.908  0.51
H 0.914 2.452 -5.249  0.18
H 2.563 2.484 -3.306  -0.07
H -5.171 -0.732 4.042  0.31
H -2.883 1.402 -0.865  0.47
H 3.277 2.580 -4.864  0.34
H 5.795 1.168 -0.355  0.39
H -7.031 1.129 1.792  0.37
H -1.369 -1.492 0.244  0.10
H -2.430 -0.715 -1.809  0.43
H 0.909 -0.944 0.518  0.39
H 0.672 4.531 -6.238  0.30
H -1.312 1.614 -0.136  0.28
H 2.059 1.329 -0.502  -0.09
H -1.805 -5.224 0.648  0.49
H -3.789 -3.881 0.775  0.12
H 2.637 -0.195 -1.760  -0.03
H 4.187 1.115 -0.974  -0.11
H -1.009 0.838 -3.150  0.52
H -2.793 -5.098 2.855  0.41
H -4.713 2.553 2.456  0.36
H 0.806 1.028 0.617  0.48
H 0.721 4.708 -3.158  0.30
H 0.101 1.036 -1.878  -0.24
H -0.527 4.506 -4.349  0.38
H -3.984 -3.935 3.267  0.34
H -2.446 0.540 0.618  0.08
H -3.634 1.579 3.449  0.38
H 4.233 2.197 1.218  0.42
H 4.095 -3.110 1.080  0.43



2.
Density functional theory data (ωB97M-V with the def2-TZVPD basis set) for a cluster of 4 separate species, C21H52B3O16S4 in total at a distorted geometry.

The total energy comes out at -3702.723113 hartree. The total charge is -1. Its energy above the lowest of the compared OMol25 structures with the same formula, charge and spin is 0.00 kJ/mol. Its HOMO energy is -4.521 eV.

Each line ends with the Mulliken charge.
Atoms and positions in Å:
S -12.654 3.712 -2.537  1.20
S 7.304 3.612 1.130  1.18
S -4.881 0.700 0.371  -0.47
S 10.308 -2.657 2.816  1.18
O -7.189 1.416 -2.860  -0.45
O -3.072 -4.623 -0.136  -0.56
O 10.204 -2.839 4.395  -0.28
O -13.466 2.754 -1.852  -0.64
O 8.999 -2.472 2.279  -0.50
O 6.937 2.256 1.388  -0.52
O -12.901 4.014 -3.914  -0.62
O 7.436 4.390 2.515  -0.30
O -5.102 2.399 -2.318  -0.57
O 6.538 4.413 0.227  -0.67
O 11.348 -1.715 2.532  -0.67
O -4.490 -2.250 0.629  -1.14
O 5.740 -1.284 -0.996  -0.39
O -6.328 -1.313 -0.512  -1.03
O -11.126 3.330 -2.343  -0.25
O -5.161 -5.263 -1.073  -0.68
C 4.400 -1.378 -0.554  -0.35
C 0.919 -2.001 -1.660  -0.65
C 8.635 -1.090 5.133  -0.89
C 5.452 3.722 3.810  -0.95
C -12.614 5.215 -1.621  -0.93
C -5.318 -0.198 -2.334  -0.91
C 6.574 -0.775 0.022  -0.54
C -10.593 1.777 -4.178  -1.02
C -5.133 -0.669 -0.888  0.83
C -0.244 -1.249 -1.047  -0.77
C -1.503 -2.090 -0.852  -0.50
C -4.100 -1.820 -0.652  1.75
C 6.216 4.845 3.138  -0.37
C 9.005 3.669 0.680  -0.98
C 10.863 -4.285 2.441  -0.97
C -2.708 -1.168 -0.628  -1.85
C 2.160 -1.093 -1.762  -0.79
C -10.708 1.985 -2.682  -0.21
C -4.335 -2.921 -1.646  -1.66
C 10.045 -1.647 5.192  -0.36
C 3.507 -1.845 -1.691  -0.67
B -5.991 -2.068 0.743  2.10
B -5.875 1.255 -2.486  0.64
B -4.160 -4.299 -0.919  0.56
H -5.369 -2.860 -1.958  0.25
H 11.843 -4.433 2.883  0.34
H 10.915 -4.360 1.357  0.37
H 0.026 -0.754 -0.119  0.45
H 10.141 -4.996 2.834  0.32
H 9.109 3.096 -0.239  0.37
H 8.529 -0.270 5.844  0.38
H -6.520 -3.205 0.636  -0.49
H -3.673 -2.849 -2.509  0.21
H -7.493 2.285 -2.550  0.25
H 6.101 3.171 4.491  0.25
H 3.289 -2.902 -1.615  0.42
H -10.155 0.802 -4.386  0.37
H -11.384 1.259 -2.231  0.33
H 4.069 -0.407 -0.190  0.24
H 4.068 -1.683 -2.605  0.36
H 6.531 5.580 3.876  0.27
H 10.288 -1.949 6.208  0.27
H -3.366 -4.695 0.789  0.31
H 5.599 5.363 2.402  0.34
H -1.390 -2.695 0.039  0.27
H -5.900 -4.987 -0.493  0.31
H 5.064 3.013 3.081  0.28
H -6.372 -1.599 1.798  -0.36
H 8.397 -0.713 4.140  0.23
H -6.162 1.084 0.427  0.18
H -2.681 -0.452 -1.447  0.36
H -1.648 -2.741 -1.705  0.32
H -9.735 1.851 -2.215  0.13
H 9.291 4.704 0.520  0.34
H -12.394 4.986 -0.582  0.31
H 1.187 -2.882 -1.088  0.44
H 2.098 -0.345 -0.980  0.45
H -11.856 5.864 -2.050  0.31
H 4.610 4.127 4.371  0.39
H 4.331 -2.093 0.271  0.22
H 7.908 -1.865 5.373  0.27
H 6.115 0.058 0.549  0.22
H -5.250 2.744 -1.422  0.28
H -9.968 2.548 -4.628  0.25
H 2.128 -0.533 -2.690  0.36
H 7.501 -0.415 -0.407  0.26
H 9.591 3.216 1.474  0.32
H 10.781 -0.901 4.887  0.32
H -2.545 -0.641 0.304  0.51
H -6.012 -0.894 -2.786  0.18
H -4.395 -0.278 -2.908  0.31
H -11.569 1.824 -4.660  0.41
H 6.833 -1.551 0.744  0.31
H -13.597 5.671 -1.712  0.37
H -0.516 -0.464 -1.750  0.26
H 0.667 -2.283 -2.675  0.25



3.
Density functional theory data (ωB97M-V with the def2-TZVPD basis set) for a cluster of 4 separate species, C21H52BrN3O2 in total at a distorted geometry.

The total energy comes out at -3719.439030 hartree. The total charge is +2. Its energy above the lowest of the compared OMol25 structures with the same formula, charge and spin is 376.54 kJ/mol. Its HOMO energy is -9.674 eV.

Each line ends with the Mulliken charge.
Atoms and positions in Å:
Br -11.088 13.938 5.297  -0.95
O -4.103 15.014 2.854  -0.49
O -9.316 9.199 3.982  -0.55
N -13.775 9.964 11.705  0.34
N -6.038 16.481 4.556  -0.12
N -8.216 6.855 2.161  -0.12
C -10.180 8.370 3.205  -0.48
C -15.479 11.672 12.893  -0.13
C -12.300 9.667 11.598  -0.39
C -15.663 12.426 14.206  -1.47
C -15.174 6.596 13.089  -0.35
C -7.793 5.358 2.034  -0.87
C -5.277 14.396 3.271  -0.50
C -7.155 16.811 3.490  -0.89
C -6.438 16.872 5.977  -0.92
C -8.264 7.453 0.726  -0.90
C -14.539 7.956 13.215  -0.72
C -5.637 14.994 4.614  -0.60
C -13.215 10.008 9.344  -0.81
C -15.218 5.971 14.505  -1.28
C -6.980 7.549 2.796  -0.87
C -4.900 17.461 4.268  -0.92
C -14.015 11.025 12.853  -0.93
C -14.130 10.660 10.369  -0.84
C -11.896 9.742 10.108  -0.66
C -14.594 8.672 11.811  -1.11
C -9.630 6.938 2.946  -0.47
H -15.628 8.953 11.612  0.49
H -6.191 7.219 2.119  0.46
H -7.324 16.381 6.379  0.40
H -6.021 14.453 2.476  0.38
H -16.538 13.068 14.308  0.38
H -12.014 8.734 12.083  0.35
H -4.806 15.087 5.313  0.38
H -5.564 16.826 6.627  0.42
H -7.406 7.003 0.226  0.43
H -14.800 13.034 14.479  0.36
H -16.306 10.963 12.876  0.23
H -14.192 6.109 14.845  0.35
H -13.011 10.695 8.523  0.49
H -13.860 11.710 10.475  0.49
H -15.759 6.583 15.227  0.34
H -13.726 9.111 8.995  0.35
H -6.830 7.056 3.757  0.38
H -4.069 17.233 4.936  0.37
H -5.084 13.343 3.475  0.35
H -8.292 8.541 0.677  0.34
H -7.800 4.836 2.991  0.39
H -3.927 14.603 2.005  0.31
H -11.427 8.834 9.728  0.29
H -7.418 17.868 3.509  0.37
H -15.749 11.791 15.088  0.36
H -6.691 17.932 5.974  0.39
H -11.788 10.533 12.016  0.31
H -14.575 5.962 12.435  0.31
H -9.641 10.090 4.132  0.33
H -15.559 4.940 14.598  0.36
H -6.885 16.523 2.474  0.32
H -10.218 8.891 2.249  0.31
H -15.602 12.319 12.024  0.40
H -4.563 17.290 3.246  0.36
H -9.439 6.516 3.932  0.34
H -6.880 5.150 1.476  0.39
H -5.326 18.458 4.385  0.44
H -7.024 8.632 2.910  0.29
H -10.402 6.379 2.416  0.38
H -13.272 11.815 12.743  0.57
H -6.366 14.409 5.175  0.45
H -15.214 10.582 10.289  0.45
H -15.159 8.496 13.931  0.33
H -11.139 8.320 3.721  0.39
H -8.585 4.798 1.538  0.41
H -14.193 8.161 10.936  0.46
H -16.161 6.771 12.659  0.33
H -13.542 7.994 13.654  0.58
H -11.049 10.419 9.994  0.36
H -9.169 7.057 0.266  0.39
H -7.966 16.097 3.632  0.46
H -13.864 10.515 13.804  0.39